1.
The following is a DFT calculation (ωB97M-V with the def2-TZVPD basis set) of a 6-piece molecular cluster, C37H82BrClIO13PS overall.

CARTESIAN COORDINATES (ANGSTROEM)
C1 0.9626 -5.2358 -7.4170
C2 -0.4324 -4.9296 -7.9902
C3 -0.3619 -4.0415 -9.2352
C4 -0.1612 -2.5521 -8.9412
C5 -1.3224 -1.9024 -8.1702
C6 -0.9000 -0.8998 -7.1019
C7 0.0214 -1.4892 -6.0309
C8 0.1152 -0.5545 -4.8313
C9 1.2565 -0.8266 -3.8479
P1 0.9065 0.4446 -2.4814
C10 2.2766 0.4294 -1.2546
C11 -0.4884 -0.3064 -1.5677
C12 2.6309 -0.5882 -4.5143
C13 3.6739 -1.7138 -4.4599
I1 3.1822 -3.2359 -5.9500
C14 5.1083 -1.2302 -4.8195
Br1 5.1240 -0.2511 -6.5066
C15 5.9024 -0.4355 -3.7726
C16 5.5636 1.0516 -3.5572
C17 3.6880 -2.3856 -3.0858
Cl1 4.8645 -3.6987 -2.9326
S1 2.0479 -3.0202 -2.5683
O1 1.8585 -2.5419 -1.2326
O2 1.9195 -4.4072 -2.8567
O3 1.0823 -2.2685 -3.5537
H1 1.6697 -4.4519 -7.6980
H2 0.9511 -5.3053 -6.3295
H3 1.3460 -6.1787 -7.8080
H4 -1.0455 -4.4633 -7.2171
H5 -0.9319 -5.8644 -8.2517
H6 -1.2535 -4.1633 -9.8570
H7 0.4834 -4.3894 -9.8379
H8 -0.0633 -2.0386 -9.9008
H9 0.7902 -2.4091 -8.4214
H10 -1.9587 -2.6634 -7.7119
H11 -1.9620 -1.3795 -8.8869
H12 -0.3918 -0.0494 -7.5686
H13 -1.8009 -0.5065 -6.6197
H14 -0.3389 -2.4716 -5.7170
H15 1.0122 -1.6452 -6.4618
H16 -0.8241 -0.6160 -4.2707
H17 0.2071 0.4837 -5.1570
H18 2.2665 1.4129 -0.7827
H19 3.2421 0.3312 -1.7461
H20 2.1746 -0.3344 -0.4896
H21 -0.4466 -1.3914 -1.5101
H22 -0.4779 0.0850 -0.5480
H23 -1.4236 -0.0005 -2.0359
H24 3.0668 0.3085 -4.0652
H25 2.4825 -0.3432 -5.5645
H26 5.6827 -2.1225 -5.0484
H27 5.8740 -0.9738 -2.8242
H28 6.9380 -0.5066 -4.1070
H29 6.4640 1.6572 -3.6191
H30 5.1555 1.2239 -2.5612
H31 4.8441 1.4355 -4.2760
H32 3.9521 -1.6693 -2.3123
C18 0.8677 -1.6278 5.2310
O4 -0.4329 -1.9545 4.7803
C19 -1.1191 -0.8687 4.1789
C20 -1.0791 -0.9332 2.6681
O5 0.2341 -0.7711 2.1613
C21 0.8536 -1.9928 1.7852
H33 1.3556 -2.5595 5.5125
H34 1.4540 -1.1381 4.4496
H35 0.8254 -0.9723 6.1082
H36 -0.7008 0.0842 4.5217
H37 -2.1618 -0.9217 4.5063
H38 -1.6955 -0.1220 2.2668
H39 -1.5069 -1.8820 2.3274
H40 0.3987 -2.4010 0.8803
H41 0.7973 -2.7353 2.5849
H42 1.8986 -1.7717 1.5762
C22 -4.6284 1.5819 5.4111
O6 -4.8647 0.1883 5.4096
C23 -4.2013 -0.4990 6.4583
C24 -5.1176 -0.8261 7.6137
O7 -5.5840 0.3367 8.2787
C25 -6.9009 0.7056 7.9195
H43 -5.3109 2.0322 4.6915
H44 -4.8074 2.0212 6.3963
H45 -3.5985 1.8025 5.1042
H46 -3.3463 0.0866 6.8147
H47 -3.8191 -1.4387 6.0463
H48 -4.5581 -1.4276 8.3350
H49 -5.9593 -1.4299 7.2595
H50 -7.6316 -0.0017 8.3272
H51 -7.0247 0.7567 6.8345
H52 -7.0896 1.6891 8.3471
C26 -3.0621 -7.0243 9.2756
O8 -2.3603 -6.6087 8.1200
C27 -3.1953 -6.0788 7.1051
C28 -3.1754 -4.5663 7.0862
O9 -3.7357 -4.0130 8.2672
C29 -2.7671 -3.5695 9.1987
H53 -2.3204 -7.2483 10.0404
H54 -3.7330 -6.2440 9.6436
H55 -3.6459 -7.9295 9.0753
H56 -4.2237 -6.4334 7.2329
H57 -2.8262 -6.4481 6.1438
H58 -3.7726 -4.2160 6.2384
H59 -2.1501 -4.2089 6.9451
H60 -2.2636 -2.6639 8.8403
H61 -2.0151 -4.3374 9.3948
H62 -3.2911 -3.3366 10.1245
C30 -3.4005 8.2522 3.8181
O10 -3.2979 7.5482 5.0410
C31 -4.5215 6.9842 5.4792
C32 -4.6049 5.5042 5.1760
O11 -4.6315 5.2474 3.7822
C33 -3.3856 4.8259 3.2617
H63 -2.3878 8.4893 3.4967
H64 -3.8911 7.6532 3.0469
H65 -3.9564 9.1870 3.9497
H66 -5.3689 7.5032 5.0188
H67 -4.5843 7.1268 6.5621
H68 -5.5303 5.1077 5.6055
H69 -3.7637 4.9824 5.6455
H70 -3.1623 3.7991 3.5735
H71 -2.5715 5.4808 3.5820
H72 -3.4564 4.8503 2.1755
C34 6.0554 6.6820 -6.7337
O12 6.5779 7.2483 -5.5469
C35 5.7178 7.1239 -4.4283
C36 6.1383 5.9946 -3.5130
O13 6.0155 4.7295 -4.1405
C37 7.2391 4.2110 -4.6236
H73 6.8567 6.6812 -7.4705
H74 5.7123 5.6565 -6.5751
H75 5.2225 7.2800 -7.1193
H76 4.6843 6.9681 -4.7555
H77 5.7585 8.0643 -3.8707
H78 5.4906 5.9928 -2.6312
H79 7.1681 6.1558 -3.1770
H80 7.8782 3.8838 -3.7947
H81 7.7874 4.9421 -5.2225
H82 7.0003 3.3492 -5.2452

Computed properties:
Kohn-Sham gap: 9.1092 eV
Relative energy (zero: lowest compared OMol25 entry of this formula, charge and spin): 0.0 kcal/mol
SMILES: CCCCCCCC[C@]1(P(C)C)C[C@@](I)([C@@H](Br)CC)[C@H](Cl)S(=O)(=O)O1.COCCOC.COCCOC.COCCOC.COCCOC.COCCOC



2.
The following is a DFT calculation (ωB97M-V with the def2-TZVPD basis set) of a 10-piece molecular cluster, C37H84BrN10O12 overall in a non-equilibrium geometry.

CARTESIAN COORDINATES (ANGSTROEM)
C1 -2.9364 -4.3479 6.0138
C2 -3.7200 -3.9546 4.7417
O1 -3.1921 -4.5848 3.5636
C3 -3.8211 -2.4071 4.4762
O2 -5.2083 -2.0315 4.3685
C4 -5.6076 -1.1218 5.3672
C5 -7.1649 -0.9610 5.1663
N1 -7.8535 -2.1949 5.6674
C6 -9.3392 -2.1071 5.6229
C7 -9.9621 -2.1647 4.1897
C8 -11.1743 -3.1636 4.2645
Br1 -8.7579 -2.8666 2.7994
C9 -7.4604 -2.2636 7.1311
C10 -5.9494 -2.6284 7.1419
O3 -5.2335 -1.4884 6.6831
H1 -2.7891 -5.4508 5.9983
H2 -1.9228 -3.9030 6.0371
H3 -3.4579 -4.1141 6.9587
H4 -4.7671 -4.3365 4.8359
H5 -3.7939 -4.2804 2.8804
H6 -3.2352 -1.7819 5.1742
H7 -3.3859 -2.2420 3.4646
H8 -5.1162 -0.1424 5.1787
H9 -7.5223 -0.0678 5.7126
H10 -7.3092 -0.8257 4.0793
H11 -7.4671 -3.0481 5.2508
H12 -9.6848 -1.1639 6.0954
H13 -9.7323 -2.9619 6.2105
H14 -10.3409 -1.1866 3.8385
H15 -11.9720 -2.7810 4.9394
H16 -11.5747 -3.4166 3.2698
H17 -10.8343 -4.1236 4.7147
H18 -8.0701 -3.0011 7.6848
H19 -7.5593 -1.2433 7.5373
H20 -5.7174 -3.5642 6.5934
H21 -5.6581 -2.8079 8.1973
C11 -8.7300 -5.6516 0.6719
C12 -9.7442 -6.4473 1.4524
O4 -10.3095 -5.9869 2.4372
N2 -10.0207 -7.7065 1.0314
C13 -9.4595 -8.4189 -0.1018
H22 -8.6257 -4.6734 1.1350
H23 -7.7609 -6.1534 0.6887
H24 -9.0643 -5.5169 -0.3578
H25 -10.7068 -8.1785 1.5995
H26 -10.2685 -8.6956 -0.7797
H27 -8.9740 -9.3274 0.2584
H28 -8.7345 -7.8161 -0.6395
C14 -3.8304 0.4023 1.8780
C15 -4.3183 0.6196 0.4690
O5 -5.5061 0.7926 0.2126
N3 -3.3934 0.6161 -0.5176
C16 -1.9555 0.4249 -0.3965
H29 -4.6798 0.4294 2.5580
H30 -3.3468 -0.5722 1.9623
H31 -3.1321 1.1911 2.1618
H32 -3.7820 0.7654 -1.4353
H33 -1.4500 1.3054 -0.7961
H34 -1.6754 -0.4490 -0.9882
H35 -1.6513 0.2716 0.6338
C17 1.7729 2.9588 -3.4532
C18 0.8796 2.0426 -2.6609
O6 0.3170 2.4048 -1.6354
N4 0.7092 0.7739 -3.1211
C19 1.2866 0.1660 -4.3046
H36 1.8142 3.9303 -2.9687
H37 2.7820 2.5539 -3.5000
H38 1.3777 3.0910 -4.4611
H39 0.1020 0.2135 -2.5441
H40 0.4792 -0.1675 -4.9601
H41 1.8781 -0.7009 -4.0029
H42 1.9216 0.8602 -4.8460
C20 6.8601 3.3470 -5.4469
C21 5.6648 3.2952 -4.5317
O7 4.7119 4.0574 -4.6653
N5 5.6764 2.3686 -3.5410
C22 6.7142 1.3911 -3.2337
H43 6.7135 4.1321 -6.1847
H44 7.7607 3.5729 -4.8738
H45 6.9757 2.3971 -5.9708
H46 4.8523 2.3866 -2.9634
H47 6.2798 0.3924 -3.2986
H48 7.0589 1.5607 -2.2210
H49 7.5536 1.4606 -3.9141
C23 8.4228 8.1785 -6.2198
C24 8.4258 7.7958 -4.7626
O8 9.4219 7.3526 -4.2096
N6 7.2724 7.9559 -4.0625
C25 5.9966 8.4590 -4.5357
H50 9.4084 7.9934 -6.6392
H51 7.6942 7.5775 -6.7664
H52 8.1918 9.2391 -6.3312
H53 7.3476 7.6799 -3.0965
H54 5.7273 9.3418 -3.9523
H55 5.2369 7.6896 -4.3853
H56 6.0322 8.7240 -5.5876
C26 10.9785 -0.7085 -2.6827
C27 10.0334 0.4280 -2.3938
O9 8.8325 0.2504 -2.2147
N7 10.5544 1.6781 -2.3360
C28 11.9385 2.0807 -2.5203
H57 10.4206 -1.6418 -2.6977
H58 11.4496 -0.5693 -3.6569
H59 11.7413 -0.7705 -1.9050
H60 9.8706 2.3916 -2.1385
H61 12.2789 2.5787 -1.6149
H62 11.9871 2.7848 -3.3553
H63 12.5811 1.2373 -2.7246
C29 16.4082 0.0819 -1.8468
C30 15.4813 1.2342 -1.5610
O10 14.2802 1.0749 -1.3834
N8 16.0196 2.4793 -1.5037
C31 17.4058 2.8673 -1.6852
H64 15.8357 -0.8420 -1.8610
H65 16.8826 0.2114 -2.8209
H66 17.1684 0.0072 -1.0679
H67 15.3438 3.2013 -1.3089
H68 17.7541 3.3648 -0.7784
H69 17.4694 3.5681 -2.5195
H70 18.0413 2.0115 -1.8889
C32 -2.2497 -4.6336 0.4508
C33 -1.4939 -3.7969 -0.5472
O11 -0.8212 -2.8378 -0.2000
N9 -1.5834 -4.1359 -1.8603
C34 -2.3278 -5.2288 -2.4573
H71 -2.0779 -4.2363 1.4474
H72 -3.3208 -4.5935 0.2383
H73 -1.9003 -5.6667 0.4251
H74 -1.0535 -3.5318 -2.4682
H75 -1.6325 -5.8788 -2.9915
H76 -3.0463 -4.8188 -3.1696
H77 -2.8582 -5.8113 -1.7107
C35 -9.5511 4.7881 1.4025
C36 -8.1586 5.2422 1.7580
O12 -7.9551 6.1342 2.5683
N10 -7.1173 4.6226 1.1442
C37 -7.1580 3.5495 0.1645
H78 -10.2721 5.3715 1.9695
H79 -9.7387 4.9428 0.3390
H80 -9.6807 3.7343 1.6551
H81 -6.2174 4.9762 1.4273
H82 -6.6079 2.6959 0.5608
H83 -6.6686 3.8941 -0.7487
H84 -8.1753 3.2475 -0.0654

Computed properties:
Kohn-Sham gap: 7.6632 eV
Net charge: +1



3.
The following is a DFT calculation (ωB97M-V with the def2-TZVPD basis set) of a 6-piece molecular cluster, C37H85FN8O9S overall in a non-equilibrium geometry.

CARTESIAN COORDINATES (ANGSTROEM)
O1 -7.5229 0.2420 3.3132
N1 -6.4090 0.3132 3.0261
O2 -5.5531 0.4906 4.2193
C1 -5.5035 -0.6335 5.0736
N2 -4.6665 -1.7432 4.5894
C2 -3.5044 -1.2590 3.8051
C3 -2.3204 -2.2414 3.7345
C4 -1.7172 -2.2904 2.3116
C5 -0.1906 -2.3880 2.2605
C6 0.4783 -1.7568 1.0238
C7 -0.3142 -1.7593 -0.2970
C8 -0.5932 -0.3337 -0.8207
C9 -1.0921 0.6860 0.2222
C10 -2.4508 1.3332 -0.1326
C11 -3.6433 0.3664 -0.1319
C12 -3.8833 -0.4072 -1.4542
C13 -3.6457 -1.9257 -1.3901
N3 -4.8425 -2.6913 -1.7036
C14 -5.4497 -2.6976 -2.9282
C15 -6.5587 -3.5035 -2.8431
C16 -6.6142 -4.0027 -1.5241
C17 -5.5342 -3.4911 -0.8502
S1 -5.4589 -2.9311 3.7523
O3 -5.7848 -2.5203 2.4292
O4 -4.8218 -4.1774 3.9653
F1 -6.7905 -2.9610 4.5617
H1 -5.0445 -0.2670 5.9889
H2 -6.5042 -0.9712 5.3212
H3 -3.1471 -0.3717 4.3251
H4 -3.8172 -0.9346 2.8139
H5 -2.6272 -3.2458 4.0110
H6 -1.5587 -1.9159 4.4420
H7 -2.1351 -3.1810 1.8324
H8 -2.0852 -1.4480 1.7307
H9 0.1969 -1.8651 3.1400
H10 0.1273 -3.4233 2.3819
H11 1.4000 -2.3117 0.8425
H12 0.8107 -0.7421 1.2414
H13 -1.2115 -2.3720 -0.2648
H14 0.3186 -2.2171 -1.0604
H15 0.3786 0.0188 -1.1783
H16 -1.2303 -0.3548 -1.7026
H17 -0.3774 1.5152 0.2296
H18 -1.1097 0.3065 1.2415
H19 -2.6465 2.0693 0.6544
H20 -2.3923 1.8838 -1.0724
H21 -4.5345 0.9759 0.0291
H22 -3.6027 -0.3312 0.7043
H23 -3.2511 0.0311 -2.2272
H24 -4.9088 -0.2338 -1.7751
H25 -3.3667 -2.1993 -0.3744
H26 -2.8487 -2.2428 -2.0617
H27 -5.0354 -2.1336 -3.7458
H28 -7.2310 -3.6892 -3.6639
H29 -7.3620 -4.6489 -1.0979
H30 -5.2450 -3.6542 0.1723
C18 -0.4990 2.7360 5.6763
O5 -0.9078 2.3174 4.3883
C19 -2.0986 2.9073 3.9041
C20 -1.9266 4.3027 3.2866
C21 -1.7526 5.4195 4.3099
N4 -0.7989 4.3262 2.3477
H31 -1.3594 2.9301 6.3243
H32 0.1280 3.6298 5.6322
H33 0.0916 1.9294 6.1096
H34 -2.4514 2.2322 3.1185
H35 -2.8679 2.9210 4.6890
H36 -2.8407 4.5164 2.7243
H37 -0.7512 5.4216 4.7405
H38 -1.8996 6.3878 3.8329
H39 -2.4765 5.3295 5.1224
H40 -0.9839 3.6482 1.6127
H41 0.0042 3.9494 2.8442
C22 4.7122 -0.9003 2.8404
O6 3.5374 -0.4169 2.2208
C23 3.6066 0.8787 1.6598
C24 4.1718 0.9453 0.2379
C25 5.6863 0.8117 0.1483
N5 3.5497 -0.0493 -0.6437
H42 5.2638 -0.0946 3.3346
H43 5.3694 -1.4039 2.1265
H44 4.4081 -1.6293 3.5911
H45 2.5678 1.2198 1.6097
H46 4.1372 1.5599 2.3384
H47 3.9067 1.9363 -0.1468
H48 6.0134 -0.2212 0.2781
H49 6.0348 1.1391 -0.8310
H50 6.1821 1.4305 0.8974
H51 2.5456 0.1094 -0.6727
H52 3.6457 -0.9607 -0.2035
C26 -3.1946 -8.5795 -4.9660
O7 -3.2393 -7.3279 -5.6211
C27 -4.2581 -6.4485 -5.1815
C28 -3.9266 -5.6502 -3.9172
C29 -4.0141 -6.4667 -2.6307
N6 -2.5991 -5.0238 -3.9902
H53 -4.1982 -8.9299 -4.7059
H54 -2.5809 -8.5438 -4.0625
H55 -2.7428 -9.2931 -5.6549
H56 -4.3982 -5.7404 -6.0032
H57 -5.2041 -6.9938 -5.0624
H58 -4.6586 -4.8488 -3.8224
H59 -3.1535 -7.1266 -2.5074
H60 -4.0399 -5.7989 -1.7711
H61 -4.9209 -7.0741 -2.6087
H62 -2.5725 -4.3948 -4.7881
H63 -1.9243 -5.7478 -4.2229
C30 1.2904 4.8826 -2.3267
O8 1.8652 3.7478 -1.7082
C31 1.9094 2.5765 -2.4986
C32 3.0901 2.4918 -3.4748
C33 2.9267 3.3675 -4.7130
N7 4.3675 2.8060 -2.8289
H64 0.4716 4.5997 -2.9955
H65 2.0313 5.4582 -2.8869
H66 0.8930 5.5179 -1.5356
H67 2.0077 1.7555 -1.7829
H68 0.9534 2.4344 -3.0219
H69 3.1420 1.4520 -3.8106
H70 3.1150 4.4186 -4.4928
H71 3.6405 3.0661 -5.4789
H72 1.9226 3.2786 -5.1326
H73 4.5326 2.1386 -2.0794
H74 4.2656 3.7029 -2.3605
C34 9.3188 2.7992 0.4968
O9 8.0818 3.2524 -0.0165
C35 8.0857 4.5562 -0.5640
C36 8.5976 4.6471 -2.0082
C37 10.1152 4.5454 -2.1284
N8 7.9861 3.6487 -2.8889
H75 9.8888 3.6172 0.9476
H76 9.9252 2.3161 -0.2731
H77 9.1009 2.0584 1.2663
H78 7.0395 4.8737 -0.5563
H79 8.6363 5.2422 0.0942
H80 8.3046 5.6346 -2.3777
H81 10.4609 3.5176 -2.0175
H82 10.4345 4.8875 -3.1122
H83 10.6159 5.1600 -1.3775
H84 6.9782 3.7798 -2.9167
H85 8.1109 2.7347 -2.4619

Computed properties:
Kohn-Sham gap: 7.3020 eV
SMILES: O=NOCN(CCCCCCCCCCCCn1cccc1)S(=O)(=O)F.COC[C@@H](C)N.COC[C@@H](C)N.COC[C@@H](C)N.COC[C@@H](C)N.COC[C@@H](C)N